Formula: C2H7N3O
Source: the OMol25 dataset
Level of theory: wB97M-V/def2-TZVPD

frontier orbital gap	10.0	eV
HOMO	-0.341	Eh
SMILES string	[H]/N=C(/CO)NN
LUMO energy	0.0264	hartree
max |F|	6.5	eV Å⁻¹

XYZ file:
```
13
Properties=species:S:1:pos:R:3:nbo_charge:R:1
C 0.40519 -0.12347 -0.07485 0.43
C -0.56684 0.97564 -0.30452 -0.12
H -1.23895 -1.54038 2.14577 0.35
H -1.66668 -2.41295 0.82648 0.35
H 0.66175 -2.16102 0.47871 0.37
H 2.49525 -0.20960 -0.29999 0.38
H -0.94702 1.30446 0.71752 0.19
H -1.32666 0.52580 -0.93392 0.17
H 0.92036 1.45135 -1.47745 0.49
N -1.29355 -1.52399 1.06358 -0.64
N 0.02109 -1.26530 0.60996 -0.48
N 1.53222 0.23034 -0.37852 -0.77
O 0.03170 1.98024 -1.03075 -0.74
```